{"formula": "C34H51BN11S5Si2Tb", "method": "ωB97M-V/def2-TZVPD", "e_homo_ev": [-6.34, -6.55], "relative_energy_kcal_mol": 51.36, "e_tot_ev": -145522.9781, "largest_force_ev_per_a": 2.06, "multiplicity": 7, "orbital_gap_ev": [5.987, 6.327], "species": ["Tb", "C", "Si", "C", "C", "C", "C", "C", "C", "C", "Si", "C", "C", "H", "H", "H", "H", "H", "H", "H", "H", "H", "H", "H", "H", "H", "H", "H", "H", "C", "N", "C", "C", "N", "B", "N", "C", "C", "N", "C", "C", "S", "C", "S", "H", "H", "H", "H", "H", "H", "H", "H", "H", "H", "H", "H", "N", "C", "C", "C", "C", "C", "C", "N", "C", "C", "C", "S", "C", "N", "H", "H", "H", "H", "H", "H", "H", "C", "C", "N", "C", "S", "N", "C", "C", "H", "H", "H", "H", "H", "H", "H", "H", "H", "H", "H", "H", "N", "C", "N", "S", "H", "H", "H", "H"], "coordinates": [[0.2812, 0.7097, 0.1155], [-1.5067, -2.5853, 1.9185], [-1.6705, -0.6476, 1.7008], [-3.6208, -0.5277, 1.5734], [-1.4182, 0.0606, 3.5057], [-1.9840, -0.6526, 4.5595], [-1.8522, -0.2528, 5.8761], [-1.1283, 0.8891, 6.1637], [-0.5701, 1.6153, 5.1281], [-0.6994, 1.2334, 3.7957], [0.0852, 2.3690, 2.4189], [-1.4495, 3.5105, 2.0193], [1.2723, 3.6589, 3.2913], [-2.1547, -2.9908, 2.6926], [-0.4864, -2.8731, 2.1517], [-1.7566, -3.0897, 0.9879], [-4.0974, -1.1490, 2.3260], [-3.9981, -0.8550, 0.6068], [-3.9600, 0.4907, 1.7380], [-2.5513, -1.5489, 4.3481], [-2.3033, -0.8320, 6.6708], [-1.0123, 1.2216, 7.1865], [-0.0250, 2.5168, 5.3631], [-1.8165, 4.0260, 2.9050], [-2.2697, 2.9148, 1.6218], [-1.2014, 4.2643, 1.2746], [0.7427, 4.2778, 4.0130], [1.6859, 4.3324, 2.5427], [2.1084, 3.1846, 3.8015], [1.5188, -0.7946, -3.5391], [2.4657, -1.5491, -2.7785], [3.7939, -1.7179, -3.0557], [4.3217, -2.4258, -2.0260], [3.3434, -2.6813, -1.1089], [3.6368, -3.6124, 0.1025], [2.7247, -3.3799, 1.3360], [2.2884, -4.4085, 2.1217], [1.7939, -3.9025, 3.2763], [1.9190, -2.5417, 3.2009], [1.5989, -1.5929, 4.2252], [2.4754, -2.2458, 2.0003], [2.8142, -0.6630, 1.5284], [2.2145, -2.1311, -1.5731], [0.6758, -2.1708, -0.8884], [1.9698, -0.4972, -4.4815], [1.2144, 0.1108, -2.9932], [0.6242, -1.3885, -3.7259], [4.2368, -1.3462, -3.9561], [5.3180, -2.7905, -1.8846], [3.4737, -4.7416, -0.2521], [4.7646, -3.3743, 0.4417], [2.3766, -5.4253, 1.7989], [1.3783, -4.3780, 4.1391], [0.8509, -2.0139, 4.8947], [1.2052, -0.6866, 3.7596], [2.4977, -1.3310, 4.7912], [-0.2780, 4.9623, -1.9879], [0.9149, 5.3721, -1.4455], [1.5868, 6.5826, -1.4577], [2.7781, 6.6526, -0.7568], [3.2837, 5.5509, -0.0716], [2.6187, 4.3427, -0.0591], [1.4183, 4.2450, -0.7551], [0.5440, 3.1925, -0.8808], [-0.4674, 3.6577, -1.6047], [-1.6744, 2.9370, -1.8419], [-2.6791, 3.2713, -2.7287], [-4.0111, 2.1969, -2.5477], [-3.1225, 1.3776, -1.3106], [-1.9464, 1.8463, -1.0612], [-0.9246, 5.5188, -2.5216], [1.1897, 7.4441, -1.9735], [3.3244, 7.5826, -0.7382], [4.2153, 5.6493, 0.4659], [3.0171, 3.4996, 0.4760], [-2.6773, 4.0321, -3.4805], [-3.5569, 0.5533, -0.7845], [-4.3583, -4.8103, -1.9502], [-4.7004, -3.3651, -1.5723], [-3.6005, -2.4402, -1.7466], [-3.2156, -1.8606, -2.9001], [-1.9378, -0.7935, -2.8903], [-3.9166, -2.1120, -4.0252], [-3.4720, -1.6464, -5.3202], [-2.2824, -2.4480, -5.8409], [-5.2395, -5.4404, -1.8417], [-3.5728, -5.1960, -1.3057], [-4.0091, -4.8820, -2.9782], [-4.9955, -3.3352, -0.5211], [-5.5556, -3.0176, -2.1628], [-2.9743, -2.2886, -0.9657], [-4.5512, -2.8947, -4.0214], [-3.1849, -0.5992, -5.2084], [-4.3182, -1.7122, -6.0073], [-1.4785, -2.4174, -5.1090], [-1.9234, -2.0174, -6.7706], [-2.5587, -3.4857, -6.0149], [4.5722, 1.5441, 0.7716], [4.4434, 0.9601, -0.4354], [5.4822, 0.2599, -0.9134], [3.1425, 1.2589, -1.4367], [5.2502, 1.1510, 1.4077], [3.7105, 1.8350, 1.2181], [6.2309, -0.0150, -0.2978], [5.3213, -0.2900, -1.7452]], "forces_ev_per_angstrom": [[1.16, -0.30, -0.91], [0.08, 0.79, -0.04], [-1.03, -0.90, 1.01], [0.64, 0.12, -0.09], [-0.07, -0.31, -0.74], [-0.10, -0.08, 0.02], [-0.01, -0.12, 0.12], [-0.03, 0.08, 0.15], [0.14, 0.23, 0.06], [0.48, 0.24, -0.55], [-0.85, 1.09, 1.37], [0.49, -0.48, -0.27], [-0.23, -0.73, -0.48], [-0.18, 0.03, 0.16], [0.20, -0.05, -0.02], [-0.03, -0.10, -0.26], [-0.01, -0.16, 0.23], [-0.11, -0.12, -0.21], [-0.08, 0.27, -0.02], [-0.06, -0.12, -0.03], [-0.04, -0.03, 0.06], [0.03, 0.02, 0.07], [0.14, 0.15, 0.11], [0.08, -0.04, 0.23], [-0.14, -0.10, -0.05], [0.08, 0.17, -0.16], [-0.20, -0.03, 0.09], [0.02, 0.06, -0.13], [0.10, -0.11, 0.07], [-0.46, 0.19, -0.10], [0.42, -0.38, 0.52], [0.41, -0.26, -0.03], [0.24, 0.08, -0.61], [-0.21, 0.40, -0.29], [-0.17, 0.19, 0.13], [-0.17, 0.31, 0.19], [-0.18, -0.41, 0.39], [0.09, -0.43, 0.00], [0.14, -0.50, -0.76], [-0.09, 0.52, 0.26], [-0.12, 0.32, 0.34], [0.01, 0.68, -0.15], [-0.42, -0.09, -0.10], [-0.75, 0.23, 0.40], [0.10, 0.01, -0.02], [0.07, -0.20, -0.15], [0.05, 0.03, 0.04], [0.12, 0.07, -0.18], [0.22, -0.08, 0.02], [0.01, -0.36, 0.00], [0.32, -0.02, -0.04], [-0.01, -0.16, -0.05], [-0.12, -0.16, 0.13], [-0.01, 0.00, -0.05], [0.02, -0.16, 0.18], [-0.08, 0.00, -0.02], [-0.25, -0.60, 0.03], [0.54, -0.44, 0.41], [0.08, 0.22, 0.00], [-0.28, 0.17, -0.26], [0.06, -0.24, 0.13], [0.02, 0.06, 0.01], [0.12, 0.73, -0.21], [-1.28, -0.14, -0.50], [1.51, 0.70, 0.52], [-1.73, -0.07, -1.11], [0.43, -0.58, 0.59], [0.78, 0.15, 0.53], [-0.53, 0.21, -0.32], [0.41, 0.10, 0.38], [0.03, -0.04, 0.12], [-0.01, 0.08, -0.06], [0.04, 0.11, -0.01], [0.06, -0.02, 0.04], [-0.04, 0.02, -0.03], [-0.01, 0.26, -0.15], [-0.04, -0.28, 0.13], [-0.06, 0.23, 0.07], [-0.08, -0.37, -0.14], [-0.09, -0.11, 0.15], [0.06, 0.24, 0.13], [0.42, 0.15, -0.16], [-0.36, -0.41, 0.34], [0.27, 0.07, -0.31], [-0.18, 0.09, 0.08], [-0.03, -0.06, 0.01], [0.08, -0.03, 0.05], [0.04, -0.02, -0.11], [-0.01, 0.13, -0.10], [0.02, 0.04, 0.14], [-0.03, 0.05, -0.16], [0.01, 0.02, 0.02], [-0.11, -0.08, -0.07], [0.01, 0.03, 0.06], [0.05, -0.01, -0.02], [0.07, 0.01, -0.17], [-0.02, -0.11, -0.06], [0.17, 0.04, 0.13], [0.50, 0.26, -0.37], [0.15, 0.15, 0.46], [-0.76, 0.24, -0.13], [-0.11, -0.03, 0.07], [0.24, -0.16, -0.10], [-0.01, -0.07, -0.04], [-0.05, 0.06, 0.16]]}